# 1
The following is a DFT calculation (ωB97M-V/def2-TZVPD) of C4H6N4 in the gas phase.

Each line ends with the natural charge from an NBO analysis.
Element x y z (Å)
C 0.060 0.293 -0.580  0.14
C -0.733 -0.302 -1.809  -0.32
N -0.415 -1.639 0.436  -0.20
H -1.880 -1.861 -0.895  0.36
H -0.164 0.721 2.496  0.20
H -0.446 -0.792 -2.798  0.27
H 1.474 0.150 2.388  0.23
H 0.859 2.696 1.053  0.39
N 1.024 1.580 0.828  -0.49
C 0.188 -0.574 0.632  0.15
H -1.674 0.359 -1.606  0.23
C 0.722 0.545 1.717  -0.25
N 0.320 1.534 -0.407  -0.21
N -0.870 -1.626 -0.912  -0.48

Its SMILES is C1NN=C2CNN=C12. The value obtained for the highest occupied orbital energy is -8.2 eV. The calculation puts the LUMO energy at 0.6 eV. The orbital gap is 8.778 eV.


# 2
The following is a DFT calculation (ωB97M-V/def2-TZVPD) of C4H6N4 in the gas phase.

Each line ends with the natural charge from an NBO analysis.
Element x y z (Å)
N -3.201 0.035 -0.202  -0.68
C 2.186 -0.960 -0.081  0.24
H -1.215 1.370 -0.058  0.41
H -4.054 -0.540 0.003  0.36
N -0.982 0.407 -0.026  -0.60
N 2.714 0.205 -0.036  -0.44
C 0.332 0.070 -0.076  0.45
C -2.052 -0.446 0.130  0.28
H 2.779 -1.872 -0.257  0.19
H 1.493 1.731 -0.884  0.23
C 1.554 1.035 0.017  -0.32
H -1.730 -1.502 0.475  0.20
H 1.398 1.609 1.032  0.24
N 0.779 -1.142 -0.039  -0.55

Its SMILES is [H]/N=C/NC1=NC=NC1. The value obtained for the highest occupied orbital energy is -9.3 eV. The calculation puts the LUMO energy at 0.6 eV. The orbital gap is 9.917 eV.


# 3
The following is a DFT calculation (ωB97M-V/def2-TZVPD) of a molecular structure, C4H6N4.

Each line ends with the natural charge from an NBO analysis.
Element x y z (Å)
H 0.852 -0.209 -1.782  0.25
N 3.108 -1.144 0.254  -0.26
C 1.076 0.058 -0.756  -0.06
C 2.213 -0.612 -0.219  0.24
H -2.320 -1.003 0.146  0.21
C -1.484 -0.679 -0.481  -0.44
N -0.325 -0.533 0.363  -0.39
N 1.026 1.419 -0.454  -0.13
H -1.339 1.008 1.415  0.21
N 0.349 1.762 0.488  -0.05
H 0.247 0.488 2.075  0.22
H -1.290 -1.460 -1.215  0.21
H -1.775 0.251 -0.992  0.17
C -0.337 0.654 1.158  -0.18

The value obtained for the highest occupied orbital energy is -9.8 eV. The calculation puts the LUMO energy at 0.1 eV. The orbital gap is 9.996 eV.


# 4
The following is a DFT calculation (ωB97M-V/def2-TZVPD) of a molecular structure, C4H6N4.

Each line ends with the natural charge from an NBO analysis.
Element x y z (Å)
H -0.403 2.668 -0.311  0.22
H -0.902 -1.385 2.374  0.04
N -0.767 0.508 -0.469  -0.32
C -1.858 -0.190 -0.057  0.16
C 0.430 0.033 -1.163  -0.42
H 0.552 -0.970 -0.826  0.23
N -2.149 -2.657 -0.167  -0.23
C -1.986 -1.533 -0.191  0.22
N -2.341 1.889 0.192  -0.26
H -1.115 -0.988 1.736  -0.04
H 0.371 -0.126 -2.290  0.22
N -2.863 0.620 0.268  -0.20
H 1.214 0.815 -1.089  0.23
C -1.109 1.851 -0.250  0.15

The value obtained for the highest occupied orbital energy is -10.3 eV. The calculation puts the LUMO energy at 0.1 eV. The orbital gap is 10.476 eV.


# 5
The following is a DFT calculation (ωB97M-V/def2-TZVPD) of C4H6N4 in the gas phase.

Each line ends with the natural charge from an NBO analysis.
Element x y z (Å)
N -1.179 1.946 1.411  -0.04
N -1.757 0.772 1.280  -0.33
H 1.628 -0.801 0.459  0.20
C 0.161 0.664 0.347  0.01
H -0.787 -1.362 -1.150  0.22
H -0.369 -2.290 0.312  0.22
H 2.482 0.146 -1.373  0.36
H -2.709 0.644 1.484  0.41
C -0.301 -1.298 -0.195  -0.37
N 1.613 -0.311 -1.597  -0.80
C -0.955 -0.099 0.544  0.05
H 1.176 0.482 -2.111  0.36
N 0.019 1.945 0.896  -0.23
C 0.979 -0.438 -0.306  -0.06

Its SMILES is N[C@@H]1Cc2[nH]nnc21. The value obtained for the highest occupied orbital energy is -9.4 eV. The calculation puts the LUMO energy at 0.8 eV. The orbital gap is 10.183 eV.


# 6
The following is a DFT calculation (ωB97M-V/def2-TZVPD) of a molecular structure, C4H6N4O.

Each line ends with the natural charge from an NBO analysis.
Element x y z (Å)
C 0.238 -0.630 -0.072  0.26
H -0.971 -2.246 -0.777  0.39
C 0.462 0.753 0.217  -0.25
H 3.125 -0.757 0.231  0.38
C -0.627 1.848 0.302  0.04
N 2.361 -0.421 -0.060  -0.29
N 1.395 -1.257 -0.096  -0.27
H 2.416 1.931 0.092  0.24
C 1.870 0.918 0.013  -0.07
N -1.076 -1.277 -0.300  -0.39
N -1.819 1.545 -0.683  -0.64
H -0.299 2.991 1.220  0.25
H -1.863 -0.618 1.471  0.47
H -1.955 0.423 -1.305  0.42
O -2.266 -1.149 0.535  -0.53

The value obtained for the highest occupied orbital energy is -8.4 eV. The calculation puts the LUMO energy at -0.1 eV. The orbital gap is 8.336 eV.


# 7
The following is a DFT calculation (ωB97M-V/def2-TZVPD) of C4H6N4O in the gas phase.

Each line ends with the natural charge from an NBO analysis.
Element x y z (Å)
O -0.807 -1.176 2.328  -0.60
H -0.347 2.108 -1.274  0.41
H 1.311 -0.901 -1.657  0.41
C 0.212 -0.647 0.382  -0.10
C 0.213 0.182 -0.654  0.36
N -0.523 1.367 -0.543  -0.59
H 1.946 -1.679 0.155  0.37
H 0.483 -2.634 1.013  0.44
H 0.447 0.388 -2.593  0.38
H -1.824 2.510 0.438  0.18
N -1.216 0.976 1.726  -0.47
C -1.193 1.658 0.615  0.28
N 1.004 0.052 -1.732  -0.80
N 0.822 -1.902 0.244  -0.87
C -0.527 -0.303 1.552  0.58

Its SMILES is Nc1[nH]cnc(=O)c1N. The value obtained for the highest occupied orbital energy is -8.1 eV. The calculation puts the LUMO energy at 0.4 eV. The orbital gap is 8.517 eV.


# 8
The following is a DFT calculation (ωB97M-V/def2-TZVPD) of 2 unconnected molecules or ions with the total composition C4H6N4O.

Each line ends with the natural charge from an NBO analysis.
Element x y z (Å)
N 1.429 0.563 -2.338  -0.39
H 3.492 0.049 0.949  0.19
H 3.255 -1.480 0.119  0.20
C 2.812 -0.736 0.711  -0.23
H -4.195 0.448 0.245  0.22
C -0.858 0.764 0.065  0.27
O 1.711 -0.375 -0.176  -0.51
N -2.529 -0.753 -0.292  -0.29
C -3.057 0.367 0.104  0.15
H -0.599 -1.266 -0.440  0.40
H 2.186 -0.962 1.663  0.22
H -2.184 2.407 0.657  0.42
C 1.800 0.181 -1.313  0.51
N -1.198 -0.468 -0.254  -0.53
N -2.064 1.259 0.302  -0.65

The value obtained for the highest occupied orbital energy (spin up / spin down) is -4.1 / -9.3 eV. As for the spin multiplicity: 3. The calculation puts the LUMO energy (spin up / spin down) at 0.5 / -1.4 eV. The orbital gap (spin up / spin down) is 4.569 / 7.898 eV.


no.,M (g/mol),maximum force (eV/A)
1,110.120,6.714
2,110.120,3.432
3,110.120,4.390
4,110.120,4.001
5,110.120,3.247
6,126.119,10.279
7,126.119,4.052
8,126.119,10.913